--- i ---
{
  "formula": "C7H12O3",
  "method": "the ωB97M-V functional and the def2-TZVPD basis",
  "elements": ["O", "C", "C", "C", "C", "C", "C", "O", "C", "H", "H", "H", "H", "H", "H", "H", "H", "H", "H", "O", "H", "H"],
  "positions_angstrom": [[1.9877, -1.1490, -1.4411], [1.7306, -0.1298, -0.8299], [0.6981, -0.0535, 0.2575], [0.1210, -1.3915, 0.7501], [-1.2172, -1.5331, 0.0504], [-1.2997, -1.2831, -1.4465], [-1.6181, -0.1848, -0.4885], [-2.9298, 0.2757, -0.4722], [-0.5175, 0.8126, -0.1594], [2.4201, 0.7391, -0.8963], [1.2476, 0.4806, 1.0756], [-0.0496, -1.3394, 1.8342], [0.8121, -2.2264, 0.5731], [-1.9726, -2.1898, 0.4833], [-2.1588, -1.7306, -1.9477], [-0.4012, -1.2272, -2.0633], [-3.1492, 0.5697, 0.4180], [-0.2989, 1.4991, -0.9907], [-0.8456, 1.4237, 0.6936], [2.6159, 2.6731, 1.8447], [2.7802, 2.5178, 0.8846], [2.0448, 3.4467, 1.8705]],
  "e_lumo_ev": 0.4,
  "smiles": "O=C[C@@H]1C[C@@H]2C[C@]2(O)C1.O",
  "spin_multiplicity": 1
}

--- ii ---
{
  "formula": "C7H12O3",
  "method": "the ωB97M-V functional and the def2-TZVPD basis",
  "elements": ["O", "C", "C", "C", "O", "C", "C", "C", "C", "H", "H", "H", "H", "H", "H", "H", "H", "H", "H", "O", "H", "H"],
  "positions_angstrom": [[-2.3226, -1.8156, -0.3845], [-1.5704, -1.4510, 0.5288], [-0.1369, -1.1026, 0.2736], [0.4865, 0.0216, 1.0635], [0.1506, -0.0965, 2.4001], [-0.2875, 1.1657, 0.1447], [0.8176, 1.6414, -0.7582], [2.0070, 1.1050, -0.4668], [1.9751, 0.2186, 0.7493], [-2.0156, -1.1244, 1.4933], [0.2101, -1.2274, -0.7599], [0.0347, -2.1323, 0.8715], [0.4124, 0.7003, 2.8746], [-1.2221, 0.9777, -0.4031], [-0.5923, 1.9641, 0.8435], [0.6461, 2.3514, -1.5689], [2.9408, 1.3623, -0.9685], [2.4688, 0.7106, 1.6047], [2.4750, -0.7508, 0.5975], [-1.9280, -1.0085, -2.9838], [-2.0354, -1.2508, -2.0359], [-2.5140, -0.2588, -3.1155]],
  "e_lumo_ev": 0.6,
  "smiles": "O=CCC1(O)CC=CC1.O",
  "spin_multiplicity": 1
}

Tell me which of them is the least stable. Sure, it is ii.

--- i ---
{
  "formula": "C7H12O3",
  "method": "the ωB97M-V functional and the def2-TZVPD basis",
  "elements": ["C", "C", "C", "C", "C", "C", "C", "O", "O", "H", "H", "H", "H", "H", "H", "H", "H", "H", "H", "O", "H", "H"],
  "positions_angstrom": [[-2.2243, 0.6581, -0.1393], [-0.8909, 0.1459, 0.3030], [-0.6000, -1.2856, 0.7873], [0.8788, -0.7910, 0.6557], [2.0811, -1.6909, 0.6334], [0.3683, 0.0341, -0.5723], [0.8216, 0.3182, 1.6899], [1.5549, 0.6125, 2.5984], [-0.3707, 0.9313, 1.4438], [-2.5652, 0.0701, -1.0013], [-2.9645, 0.5622, 0.6666], [-2.1637, 1.7155, -0.4297], [-0.9718, -1.5709, 1.7801], [-0.8448, -2.0467, 0.0373], [1.9833, -2.4309, -0.1714], [2.9981, -1.1096, 0.4640], [2.1831, -2.2263, 1.5876], [0.2204, -0.5993, -1.4553], [0.9128, 0.9518, -0.8321], [-0.1722, 2.9731, -2.7169], [-0.8795, 2.3119, -2.5982], [0.6450, 2.4665, -2.7306]],
  "e_lumo_ev": 0.4,
  "spin_multiplicity": 1
}

--- ii ---
{
  "formula": "C7H12O3",
  "method": "the ωB97M-V functional and the def2-TZVPD basis",
  "elements": ["O", "C", "C", "C", "C", "C", "C", "C", "O", "H", "H", "H", "H", "H", "H", "H", "H", "H", "H", "O", "H", "H"],
  "positions_angstrom": [[-5.1458, 0.2193, 0.6427], [-3.9254, -0.4673, 0.4600], [-2.8100, 0.5720, 0.3912], [-1.4941, -0.0402, 0.1932], [-0.4135, -0.5662, 0.0387], [0.9122, -1.1662, -0.1433], [1.9949, -0.4240, 0.6059], [3.3526, -0.3186, 0.0697], [2.4189, 0.8139, 0.0429], [-5.8648, -0.4162, 0.6869], [-3.7337, -1.1608, 1.2960], [-3.9400, -1.0562, -0.4726], [-3.0196, 1.2718, -0.4323], [-2.8073, 1.1598, 1.3221], [0.9020, -2.2064, 0.2192], [1.1659, -1.2013, -1.2137], [1.8736, -0.3899, 1.6941], [4.1877, -0.2154, 0.7685], [3.5655, -0.7964, -0.8902], [4.5241, 2.0971, -1.4720], [3.5957, 2.4677, -1.4242], [4.6610, 1.8234, -2.3829]],
  "e_lumo_ev": 0.8,
  "smiles": "OCCC#CC[C@H]1CO1.O",
  "spin_multiplicity": 1
}

Tell me which of them is the least stable. Sure, it is ii.

--- i ---
{
  "formula": "C3H4FNO2S",
  "method": "the ωB97M-V functional and the def2-TZVPD basis",
  "elements": ["C", "C", "C", "N", "S", "O", "O", "F", "H", "H", "H", "H"],
  "positions_angstrom": [[-0.9713, -0.3881, 1.0669], [0.0327, 0.4044, 0.2247], [1.3320, 0.6394, 0.7459], [2.4265, 0.7309, 1.0781], [0.4130, -0.2930, -1.3277], [0.1160, -1.6929, -1.3181], [1.6920, 0.2096, -1.8462], [-0.6653, 0.5753, -2.1826], [-0.7313, -1.3949, 1.1243], [-1.2428, 0.0943, 2.0190], [-2.0240, -0.2151, 0.5700], [-0.3776, 1.3301, -0.1542]],
  "e_lumo_ev": 0.3,
  "smiles": "C[C@@H](C#N)S(=O)(=O)F",
  "spin_multiplicity": 1
}

--- ii ---
{
  "formula": "C3H4FNO2S",
  "method": "the ωB97M-V functional and the def2-TZVPD basis",
  "elements": ["O", "C", "C", "F", "C", "O", "N", "S", "H", "H", "H", "H"],
  "positions_angstrom": [[1.9781, 2.4885, 0.1899], [1.7416, 1.4142, 0.6848], [0.3443, 0.9680, 0.7959], [-0.4484, 1.8713, 0.1745], [0.2047, -0.4513, 0.2356], [0.9666, -1.3301, 0.6746], [-0.8843, -0.6392, -0.5390], [-1.6924, -2.0446, -0.9371], [2.5482, 0.8619, 1.2663], [-0.1056, 0.7426, 1.8107], [-1.3082, 0.1556, -0.9507], [-1.1324, -2.2669, -2.1447]],
  "e_lumo_ev": 0.3,
  "smiles": "O=C[C@@H](F)C(=O)NS",
  "spin_multiplicity": 1
}

Tell me which of them is the least stable. Sure, it is i.

--- i ---
{
  "formula": "C3H7ClSi",
  "method": "the ωB97M-V functional and the def2-TZVPD basis",
  "elements": ["C", "C", "C", "Si", "Cl", "H", "H", "H", "H", "H", "H", "H"],
  "positions_angstrom": [[1.9090, -0.3363, 0.9223], [1.1457, 0.6201, 0.2857], [-1.6114, -0.9866, -1.9576], [-0.4857, 1.0974, 0.9409], [-0.6288, 0.7513, 2.9869], [2.8773, -0.6087, 0.5452], [1.8389, -0.8439, 1.8788], [1.3392, 1.1838, -0.6227], [-0.7676, -1.6390, -1.6978], [-2.5672, -1.1474, -1.3789], [-1.4745, -0.0255, -2.4200], [-1.5748, 1.9348, 0.5171]],
  "e_lumo_ev": [-0.4, 0.0],
  "spin_multiplicity": 1
}

--- ii ---
{
  "formula": "C3H7ClSi",
  "method": "the ωB97M-V functional and the def2-TZVPD basis",
  "elements": ["C", "C", "C", "Si", "Cl", "H", "H", "H", "H", "H", "H", "H"],
  "positions_angstrom": [[0.2180, -0.2910, 1.5125], [0.1425, -0.0466, 0.1834], [1.4095, 0.2222, -0.5344], [-1.4551, -0.0474, -0.7684], [-2.6880, 0.7239, 0.6084], [-0.6737, -0.5368, 2.0337], [1.1034, -0.3480, 1.9950], [1.1028, 0.4132, -1.5079], [2.0783, -0.6365, -0.4765], [1.9205, 1.1402, -0.0639], [-1.4425, -1.4743, -1.1912], [-1.7159, 0.8812, -1.7907]],
  "e_lumo_ev": 0.9,
  "smiles": "C=C(C)[SiH2]Cl",
  "spin_multiplicity": 1
}

Tell me which of them is the least stable. Sure, it is i.

--- i ---
{
  "formula": "CHF2NO2",
  "method": "the ωB97M-V functional and the def2-TZVPD basis",
  "elements": ["O", "N", "O", "C", "F", "F", "H"],
  "positions_angstrom": [[3.0948, 0.4410, -0.1811], [1.9803, 0.0811, -0.1955], [1.1335, 1.0665, 0.3315], [-0.2442, 0.7838, 0.0794], [-0.5751, 1.1682, -1.1099], [-0.8591, 1.4661, 1.0551], [-0.5832, -0.1995, 0.3603]],
  "e_lumo_ev": -0.3,
  "smiles": "O=NOC(F)F",
  "spin_multiplicity": 1
}

--- ii ---
{
  "formula": "CHF2NO2",
  "method": "the ωB97M-V functional and the def2-TZVPD basis",
  "elements": ["C", "N", "O", "O", "F", "F", "H"],
  "positions_angstrom": [[-0.2911, 0.7513, -0.0998], [1.1645, -0.4055, -0.3804], [0.1177, 1.8510, -0.0997], [-1.5574, 0.3444, 0.1667], [0.6962, -1.7334, -0.4418], [1.6303, -0.2408, 0.8924], [-1.7601, -0.5670, -0.0373]],
  "e_lumo_ev": 0.1,
  "spin_multiplicity": 1
}

Tell me which of them is the least stable. Sure, it is ii.